(1)
The following is a quantum chemistry calculation of a structure of composition C7H12O3 at a distorted geometry, from the Open Molecules 2025 dataset.

```
22
Properties=species:S:1:pos:R:3:mulliken_charge:R:1
O -2.647 -0.244 0.838 -0.768
O -0.416 0.445 1.680 -0.743
O -0.330 -1.878 0.538 -0.546
C -3.450 -0.187 2.003 1.191
C -4.481 -2.548 1.544 -1.531
C -1.016 -1.283 1.335 0.723
C -1.633 -1.887 2.577 -0.787
C -3.992 1.185 2.301 -1.446
C -4.173 -1.406 2.480 -0.229
C -2.806 -1.072 3.059 -0.346
H -3.713 -2.672 0.770 0.319
H -2.745 -0.678 4.075 0.394
H -5.445 -2.380 1.044 0.388
H -4.988 -1.187 3.174 0.406
H -0.843 -1.960 3.336 0.371
H -1.696 0.782 1.049 0.581
H -4.550 -3.491 2.104 0.338
H -3.190 1.936 2.305 0.358
H -4.731 1.471 1.539 0.328
H -4.458 1.202 3.294 0.344
H -1.899 -2.919 2.306 0.297
H -0.765 0.589 2.569 0.359
```

Computed properties:
Frontier orbital gap: 9.9 eV
Largest force on an atom: 0.0796 Eh/bohr
Relative energy (zero: lowest compared OMol25 entry of this formula, charge and spin): 81.0 kcal per mole
2S+1: 1
Calculated total energy: -499.5175 hartree
Charge: 0
Lowest unoccupied orbital energy: 0.5 eV

---

(2)
The following is a quantum chemistry calculation of the molecule C7H12O3 at a distorted geometry, from the Open Molecules 2025 dataset.

```
22
Properties=species:S:1:pos:R:3:mulliken_charge:R:1
O -0.768 -1.441 -1.757 -0.578
O -0.264 1.585 -0.266 -0.466
O -1.189 1.439 1.803 -0.515
C -0.727 -1.579 1.925 -1.539
C -0.136 -0.638 -1.105 0.561
C 0.873 -1.121 0.023 -0.817
C -0.919 0.734 0.645 -0.106
C -0.041 0.850 -1.464 0.348
C 1.295 1.244 -2.081 -1.390
C 0.132 -0.572 1.198 0.372
H -1.888 0.365 0.250 0.353
H -0.854 1.053 -2.177 0.247
H 0.903 -2.207 -0.010 0.395
H 1.518 0.601 -2.932 0.370
H 2.097 1.174 -1.345 0.318
H -1.328 -2.134 1.209 0.331
H 1.847 -0.663 -0.130 0.240
H -1.380 -1.076 2.630 0.389
H -1.086 2.384 1.649 0.315
H 1.246 2.277 -2.417 0.372
H -0.103 -2.274 2.482 0.379
H 0.771 -0.001 1.869 0.421
```

Computed properties:
Frontier orbital gap: 9.9 eV
Largest force on an atom: 0.0718 Eh/bohr
Relative energy (zero: lowest compared OMol25 entry of this formula, charge and spin): 28.0 kcal per mole
2S+1: 1
Calculated total energy: -499.6019 hartree
Charge: 0
SMILES string: C[C@@H]1O[C@H](O)[C@@H](C)CC1=O
Lowest unoccupied orbital energy: 0.9 eV

---

(3)
The following is a quantum chemistry calculation of the ion C7H12P with charge +1 at a distorted geometry, from the Open Molecules 2025 dataset.

```
20
Properties=species:S:1:pos:R:3:mulliken_charge:R:1
P -0.739 -0.191 -0.040 0.599
C -0.122 -1.879 -0.139 -0.408
C -1.597 0.435 1.460 -1.056
C 1.217 -2.009 -0.120 -0.315
C 1.815 0.335 0.106 -0.132
C -1.905 0.045 -1.427 -1.208
C 2.540 1.642 0.088 -0.962
C 2.168 -0.934 0.118 0.133
H -2.901 -0.156 -1.311 0.435
H 2.226 2.476 -0.462 0.358
H -1.485 1.442 1.231 0.387
H 2.838 2.009 1.062 0.284
H 1.689 -2.924 -0.432 0.359
H -1.896 1.125 -1.601 0.399
H 3.464 1.264 -0.504 0.294
H -0.925 -2.582 -0.572 0.348
H -1.355 -0.305 -2.267 0.366
H 3.235 -1.221 0.206 0.371
H -1.099 0.172 2.325 0.349
H -2.646 0.304 1.436 0.401
```

Computed properties:
Frontier orbital gap: 8.5 eV
Largest force on an atom: 0.0829 Eh/bohr
Relative energy (zero: lowest compared OMol25 entry of this formula, charge and spin): 42.8 kcal per mole
2S+1: 1
Calculated total energy: -614.8949 hartree
Charge: +1
Lowest unoccupied orbital energy: -4.9 eV

---

(4)
The following is a quantum chemistry calculation of a structure of composition C7H12S at a distorted geometry, from the Open Molecules 2025 dataset.

```
20
Properties=species:S:1:pos:R:3:mulliken_charge:R:1
S 2.466 0.123 -0.039 -0.160
C 1.130 -0.949 0.066 0.340
C -1.242 -0.599 -1.197 -1.574
C 0.076 1.476 -0.409 -1.385
C 0.997 -2.255 0.100 -0.724
C -0.491 0.123 -0.110 1.116
C 1.504 1.731 0.191 -0.730
C -1.081 0.097 1.308 -1.437
H -0.971 -0.971 1.488 0.329
H -0.531 2.230 -0.144 0.535
H -2.048 0.519 1.175 0.459
H 0.104 1.472 -1.428 0.466
H -2.313 -0.071 -1.230 0.292
H -0.058 -2.723 0.147 0.127
H 1.373 1.908 1.207 0.355
H -1.565 -1.533 -0.911 0.491
H -0.865 -0.722 -2.210 0.360
H 1.912 -2.840 0.157 0.303
H 2.184 2.386 -0.252 0.473
H -0.581 0.599 2.093 0.365
```

Computed properties:
Frontier orbital gap: 9.0 eV
Largest force on an atom: 0.1016 Eh/bohr
Relative energy (zero: lowest compared OMol25 entry of this formula, charge and spin): 73.1 kcal per mole
2S+1: 1
Calculated total energy: -672.0005 hartree
Charge: 0
Lowest unoccupied orbital energy: 0.9 eV

---

(5)
The following is a quantum chemistry calculation of a structure of composition C7H13AlNO6, from the Open Molecules 2025 dataset.

```
28
Properties=species:S:1:pos:R:3:mulliken_charge:R:1
Al 0.914 -1.105 -1.325 0.063
O -1.274 -2.358 3.190 -0.620
O 0.300 1.778 -2.091 -0.379
O 2.645 0.648 0.262 -0.143
O 3.055 0.790 2.348 -0.357
O -0.083 -1.693 1.421 -0.190
O 0.945 3.422 -0.764 -0.622
N 3.539 0.493 1.321 0.156
C 0.109 2.595 -1.055 0.732
C -0.237 0.411 -2.086 -0.657
C -2.315 -0.774 1.768 -0.717
C -0.235 -2.119 0.024 -0.688
C 2.703 -0.538 -0.582 -0.585
C -1.217 2.572 -0.324 -0.493
C -1.191 -1.705 2.174 0.607
H -1.086 3.138 0.597 0.326
H -2.183 0.174 2.292 0.226
H -1.281 -1.998 -0.287 0.316
H -1.565 1.576 -0.059 -0.105
H -0.397 0.188 -3.146 0.349
H -2.361 -0.593 0.697 0.230
H 3.439 -0.411 -1.385 0.359
H -1.235 0.380 -1.636 0.324
H 1.214 -2.168 -2.520 -0.300
H -0.026 -3.192 -0.039 0.306
H -3.259 -1.213 2.094 0.289
H -1.980 3.077 -0.921 0.255
H 3.062 -1.374 0.032 0.316
```

Computed properties:
Frontier orbital gap: 8.7 eV
Largest force on an atom: 0.0139 Eh/bohr
2S+1: 1
Calculated total energy: -1023.1021 hartree
Charge: -1
Lowest unoccupied orbital energy: 3.2 eV

---

(6)
The following is a quantum chemistry calculation of a structure of composition C7H13BIN3O2 at a distorted geometry, from the Open Molecules 2025 dataset.

```
27
Properties=species:S:1:pos:R:3:mulliken_charge:R:1
I -0.544 -4.755 -4.082 0.267
O -2.338 1.161 -3.148 -0.544
O -2.792 1.739 -0.776 -0.568
N -1.805 -3.164 -1.896 -0.636
N -0.946 -1.247 -1.946 0.685
N -1.784 -2.021 -1.323 -0.203
C 0.738 -1.788 0.808 -1.431
C -0.943 -3.162 -2.880 -0.381
C -0.625 0.532 -1.356 -0.735
C 1.586 0.576 1.315 -1.851
C -0.372 -1.873 -2.982 -0.085
C -0.467 0.200 0.099 -0.971
C 0.874 -0.371 0.454 1.508
B -2.031 1.144 -1.826 0.743
H 1.447 -0.298 -0.591 -0.041
H 0.131 -2.014 1.704 0.318
H -3.324 1.293 -3.381 0.272
H -1.291 -0.568 0.260 0.331
H 2.457 0.204 1.683 0.550
H -3.661 2.136 -1.048 0.245
H 0.957 0.777 2.292 0.294
H 1.796 1.553 0.796 0.335
H 0.311 0.602 -1.984 0.195
H 0.369 -1.403 -3.546 0.504
H 1.731 -2.250 1.224 0.331
H -0.564 1.106 0.662 0.584
H 0.321 -2.267 -0.039 0.285
```

Computed properties:
Frontier orbital gap (spin up / spin down): 4.3 / 5.9 eV
Largest force on an atom: 0.0897 Eh/bohr
Relative energy (zero: lowest compared OMol25 entry of this formula, charge and spin): 30.9 kcal per mole
2S+1: 3
<S²>: 2.0181
Calculated total energy: -911.6384 hartree
Charge: 0
Lowest unoccupied orbital energy (spin up / spin down): -0.2 / -4.1 eV

---

(7)
The following is a quantum chemistry calculation of a structure of composition C7H13BMgN4 at a distorted geometry, from the Open Molecules 2025 dataset.

```
26
Properties=species:S:1:pos:R:3:mulliken_charge:R:1
Mg 1.395 -0.249 -0.652 0.912
N -0.330 0.743 -1.041 -0.517
N 0.921 -0.375 1.328 -0.200
N -1.506 0.529 -0.337 0.243
N -0.401 -0.354 1.766 0.044
C -1.886 2.173 -1.783 -0.849
C 0.891 -0.010 3.541 -0.858
C -0.422 -0.127 3.087 -0.123
C 1.705 -0.182 2.415 -0.138
C -0.570 1.722 -1.939 -0.154
C -2.434 1.405 -0.756 -0.142
C 1.919 -0.961 -2.644 -1.465
B -1.627 -0.547 0.798 0.182
H 1.209 0.164 4.551 0.373
H -3.416 1.445 -0.308 0.416
H 1.921 -2.619 -1.304 -0.040
H 1.736 -2.604 -0.532 0.004
H 1.525 -0.092 -3.204 0.234
H -2.637 -0.308 1.432 -0.145
H -1.686 -1.667 0.369 -0.134
H 1.454 -1.859 -3.044 0.348
H -2.373 2.939 -2.346 0.382
H -1.360 -0.059 3.625 0.410
H 3.011 -0.988 -2.736 0.420
H 2.788 -0.181 2.364 0.400
H 0.175 2.064 -2.649 0.396
```

Computed properties:
Frontier orbital gap: 8.0 eV
Largest force on an atom: 0.0380 Eh/bohr
2S+1: 1
Calculated total energy: -718.5066 hartree
Charge: 0
Lowest unoccupied orbital energy: -0.1 eV

---

(8)
The following is a quantum chemistry calculation of a structure of composition C7H13BN4Tc at a distorted geometry, from the Open Molecules 2025 dataset.

```
26
Properties=species:S:1:pos:R:3:mulliken_charge:R:1
Tc 1.080 0.662 1.044 0.658
N -1.925 -0.101 0.468 -0.039
N -0.507 -0.056 -1.577 -0.146
N -0.861 0.049 1.358 -0.103
N 0.702 0.022 -0.846 -0.085
C -0.301 -0.821 -2.668 -0.069
C 1.022 -1.235 -2.692 -0.773
C -2.838 -0.941 1.014 -0.025
C -2.406 -1.304 2.272 -0.884
C 1.624 -0.699 -1.535 -0.010
C -1.180 -0.647 2.468 -0.142
C 3.173 1.780 0.744 -0.285
B -1.889 0.446 -0.998 0.024
H 1.506 -1.837 -3.433 0.438
H 3.473 2.442 -0.056 0.381
H -2.892 -1.970 2.959 0.411
H 0.526 1.845 1.933 0.330
H -2.059 1.617 -1.110 0.073
H -2.752 -0.187 -1.639 0.009
H 2.626 -0.817 -1.142 0.423
H -3.727 -1.233 0.462 0.446
H -1.121 -1.001 -3.351 0.476
H 2.310 2.218 1.313 0.091
H 4.042 1.637 1.374 0.394
H 2.889 0.802 0.321 -0.029
H -0.516 -0.671 3.317 0.435
```

Computed properties:
Frontier orbital gap (spin up / spin down): 7.1 / 4.2 eV
Largest force on an atom: 0.0509 Eh/bohr
Relative energy (zero: lowest compared OMol25 entry of this formula, charge and spin): 3.5 kcal per mole
2S+1: 4
<S²>: 3.7875
Calculated total energy: -598.3879 hartree
Charge: +2
Lowest unoccupied orbital energy (spin up / spin down): -9.6 / -12.4 eV

---

(9)
The following is a quantum chemistry calculation of a cluster of 4 separate species, C7H13Br2Cl7 in total at a distorted geometry, from the Open Molecules 2025 dataset.

```
29
Properties=species:S:1:pos:R:3:mulliken_charge:R:1
Br 2.637 1.318 1.397 -0.112
Br 2.659 -2.338 1.363 -0.108
Cl -0.949 3.934 -3.078 -0.125
Cl -1.490 0.976 -2.636 -0.140
Cl 1.234 -3.951 -3.108 -0.199
Cl 0.656 2.263 -1.273 -0.028
Cl -2.311 3.072 1.378 -0.195
Cl -3.559 0.729 3.582 -0.192
Cl -0.342 -2.079 -0.767 -0.146
C 1.293 -0.018 1.832 0.097
C 1.818 -1.193 2.555 -0.383
C 0.899 -2.150 -3.107 -0.594
C -2.389 1.264 1.240 0.179
C 1.009 -1.501 -1.732 0.128
C -0.215 2.306 -2.761 -0.088
C -2.103 0.624 2.556 -0.530
H 0.973 -1.742 3.006 0.311
H 1.923 -1.536 -1.204 0.358
H -0.137 -1.980 -3.391 0.311
H -1.647 0.990 0.451 -0.185
H 0.966 -0.390 -1.798 -0.211
H -1.887 -0.430 2.458 0.269
H 2.535 -0.791 3.297 0.389
H 0.543 0.511 2.396 -0.024
H 0.843 -0.320 0.826 -0.244
H -1.312 1.035 3.135 0.340
H -3.446 0.975 0.838 0.367
H 1.542 -1.614 -3.743 0.404
H 0.257 2.037 -3.715 0.350
```

Computed properties:
Frontier orbital gap: 10.6 eV
Largest force on an atom: 0.0531 Eh/bohr
Relative energy (zero: lowest compared OMol25 entry of this formula, charge and spin): 1.5 kcal per mole
2S+1: 1
Calculated total energy: -8643.8618 hartree
Charge: 0
SMILES string: ClC(Cl)Cl.BrCCBr.ClCCCl.ClCCCl
Lowest unoccupied orbital energy: 0.2 eV